45
Properties=species:S:1:pos:R:3:forces:R:3:nbo_charge:R:1 method="wB97M-V/def2-TZVPD" spin_multiplicity=1 homo_energy_ev="-10.494 / -10.530" total_energy_ha=-4219.33999 relative_energy_ev=2.7946 charge=+1
Pt 0.78272 -0.10073 -0.00202 0.5 -0.6 -0.3 0.53
C 6.09589 3.27598 -0.60832 0.0 0.0 0.0 -0.17
C 5.20256 3.09820 -1.65524 0.0 0.0 0.0 -0.14
C 3.92910 2.61931 -1.40278 -0.1 -0.1 -0.1 -0.18
C 3.54850 2.31532 -0.09598 -0.2 0.0 -0.2 -0.43
C 4.44843 2.49233 0.95807 0.0 0.1 0.0 -0.19
C 5.71897 2.97576 0.69377 0.0 0.0 0.0 -0.19
P 1.87152 1.78470 0.25160 0.3 0.3 0.8 1.25
C 1.89360 0.82675 1.80177 0.0 0.1 0.5 -0.45
C 2.84189 -0.21911 1.92401 -0.1 0.1 -0.3 -0.19
C 2.85847 -1.01028 3.06005 -0.1 0.0 0.1 -0.20
C 1.94810 -0.77794 4.08000 0.1 -0.1 0.0 -0.14
C 1.00429 0.24273 3.97369 0.0 0.0 -0.1 -0.20
C 0.97084 1.04052 2.85089 0.0 0.0 0.0 -0.12
C 0.76929 3.18016 0.49678 -0.8 -0.9 -1.0 -0.33
C 1.24245 4.37295 1.01180 -0.1 1.2 0.1 -0.08
C 0.34528 5.31372 1.54148 0.5 -0.1 0.1 -0.23
C -0.98773 5.01041 1.62917 -0.3 -0.2 0.0 -0.07
C -1.51056 3.80620 1.09602 -0.2 0.0 0.0 -0.02
C -2.88010 3.46338 1.22003 0.5 0.5 0.1 -0.10
C -3.35363 2.29163 0.69221 0.1 -0.8 -0.6 -0.20
C -2.51199 1.46861 -0.08000 -1.0 0.4 0.5 -0.10
C -1.18386 1.79604 -0.27186 1.2 -0.1 -0.3 -0.01
C -0.64058 2.92412 0.42415 0.5 -0.3 0.2 -0.08
H 7.09140 3.64906 -0.80782 0.0 0.0 0.0 0.23
H 5.49787 3.32918 -2.66939 0.0 0.0 0.0 0.23
H 3.23794 2.48104 -2.22425 0.0 0.0 0.0 0.24
H 4.16544 2.26947 1.97810 0.0 0.0 0.0 0.23
H 6.41668 3.11559 1.50821 0.0 0.0 0.0 0.23
H 3.56313 -0.38958 1.13402 0.0 0.0 0.0 0.25
H 3.58196 -1.80903 3.14360 0.0 0.0 0.0 0.24
H 1.96901 -1.39800 4.96615 0.0 0.0 0.0 0.24
H 0.29205 0.40725 4.77035 0.0 0.0 0.0 0.24
H 0.23645 1.83174 2.76330 0.0 0.0 0.1 0.21
H 2.30842 4.55770 1.06692 0.0 0.0 -0.1 0.25
H 0.72499 6.24958 1.92685 0.0 0.0 0.0 0.25
H -1.67270 5.70119 2.10512 0.0 0.0 0.0 0.24
H -3.53728 4.14344 1.74658 0.0 0.0 0.0 0.23
H -4.39199 2.01555 0.81287 0.0 0.0 0.0 0.24
H -2.92765 0.60695 -0.58637 0.0 -0.1 0.1 0.24
I 0.85976 4.68231 -2.29245 0.1 -0.2 0.5 -0.27
C -0.36531 1.06475 -1.25622 -0.9 0.0 0.1 -0.49
H 0.20060 1.72420 -1.90807 0.3 0.1 0.0 0.24
H -0.91967 0.32936 -1.83718 -0.1 0.1 0.0 0.25
Br 0.15963 -2.45161 -0.05742 -0.2 0.4 -0.1 -0.49


49
Properties=species:S:1:pos:R:3:forces:R:3:nbo_charge:R:1 method="wB97M-V/def2-TZVPD" spin_multiplicity=1 homo_energy_ev="-4.651 / -4.644" total_energy_ha=-3999.64023 relative_energy_ev=2.6027 charge=-1
Pd 0.28691 -0.10139 0.48597 -0.6 -1.1 -2.7 1.10
O 2.20071 -0.14502 -0.51768 -0.9 -0.2 0.8 -0.65
C 2.51158 1.04075 -0.10721 0.3 0.9 -0.2 0.34
C 3.75720 1.33108 0.50830 0.0 -0.1 0.0 -0.27
C 4.04496 2.59410 0.96203 0.1 -0.1 0.0 -0.19
C 3.12000 3.63988 0.84804 -0.2 0.0 -0.1 -0.26
C 1.89462 3.39400 0.26920 0.1 0.1 0.2 -0.17
C 1.58330 2.12810 -0.22794 0.1 -0.6 0.1 -0.12
C 0.27686 1.85266 -0.84022 0.0 0.7 -0.7 0.02
N -0.74305 2.56559 -0.55872 0.1 0.0 0.3 -0.46
C -2.01305 2.11799 -1.05273 0.0 -0.1 0.0 -0.23
C -2.69432 1.30591 0.05611 0.0 0.2 -0.2 -0.24
N -1.94929 0.10212 0.37894 0.5 -0.1 1.1 -0.49
C -2.37560 -0.61451 1.35417 -0.3 0.2 -0.4 0.23
C -1.82925 -1.87793 1.76840 0.5 -0.3 0.1 -0.27
C -2.31023 -2.46157 2.94858 0.0 0.2 -0.1 -0.13
C -1.85618 -3.67992 3.39383 0.0 -0.1 0.1 -0.30
C -0.88796 -4.35312 2.63726 -0.1 0.1 0.0 -0.18
C -0.39198 -3.81169 1.47750 0.0 0.1 -0.3 -0.24
C -0.82359 -2.54865 0.99114 -0.4 -0.3 0.3 0.40
O -0.35697 -2.07758 -0.11901 0.7 0.9 0.2 -0.69
H 4.46518 0.52140 0.63071 0.0 0.0 0.0 0.22
H 5.00460 2.78370 1.43044 0.0 0.0 0.0 0.20
H 3.36697 4.62644 1.21909 0.0 0.0 0.0 0.20
H 1.14575 4.17062 0.17815 0.0 0.0 0.0 0.22
H 0.25622 1.10677 -1.64902 -0.1 -0.1 0.1 0.19
H -1.93014 1.49690 -1.95786 0.0 0.0 0.0 0.17
H -2.63729 2.98872 -1.26598 -0.1 -0.1 -0.1 0.19
H -3.69211 1.01591 -0.28758 0.0 0.0 0.0 0.19
H -2.79335 1.95224 0.93517 0.0 -0.1 0.0 0.20
H -3.25622 -0.27608 1.91673 -0.1 -0.1 -0.1 0.16
H -3.04610 -1.91209 3.52832 0.0 0.0 0.0 0.20
H -2.23468 -4.11147 4.31140 0.0 0.0 0.0 0.20
H -0.51718 -5.31208 2.98125 0.0 0.0 0.0 0.20
H 0.37186 -4.32001 0.90272 0.0 0.0 0.0 0.21
Br 2.93430 -2.84430 7.17877 0.0 0.0 0.0 0.01
C 1.68134 -1.59416 6.46470 0.0 0.0 0.0 -0.10
C 0.83821 -0.93088 7.34094 0.0 0.0 0.0 -0.25
C -0.07374 -0.02110 6.82378 0.0 0.0 0.0 -0.22
C -0.12333 0.21931 5.45913 0.0 0.0 0.0 -0.18
C 0.73759 -0.44768 4.59738 0.0 0.1 0.0 -0.13
C 1.64599 -1.37180 5.10209 0.0 0.0 0.0 -0.15
C 0.71104 -0.16191 3.11035 0.3 0.0 0.0 0.74
O 1.45312 -0.85309 2.37622 0.1 -0.2 0.9 -0.75
O -0.05255 0.75291 2.70499 0.0 0.0 0.4 -0.78
H 0.89635 -1.12190 8.40384 0.0 0.0 0.0 0.22
H -0.73771 0.50742 7.49701 0.0 0.0 0.0 0.20
H -0.82167 0.92842 5.03485 0.0 0.0 0.0 0.24
H 2.29655 -1.89104 4.41255 0.0 0.0 0.0 0.25


52
Properties=species:S:1:pos:R:3:forces:R:3:nbo_charge:R:1 method="wB97M-V/def2-TZVPD" spin_multiplicity=1 homo_energy_ev=1.372 total_energy_ha=-4329.79230 charge=-2
C 1.24901 4.71069 -1.83271 0.1 0.3 0.2 -0.62
C 0.72184 3.41221 -2.37231 -0.4 -0.3 0.3 -0.07
O -0.21990 2.92385 -1.38222 0.0 -0.4 -0.6 -0.55
C -0.83959 1.74321 -1.69646 -0.2 -1.3 -0.3 0.85
C -1.36442 1.00212 -0.44786 -0.7 2.2 -1.4 -0.25
C -2.48333 0.02283 -0.76609 -0.1 -0.4 0.1 0.64
O -2.35472 -0.98133 -1.40931 -0.3 0.1 -0.2 -0.51
C -3.79362 0.45749 -0.12331 -0.5 -0.3 -0.2 -0.53
C -3.49508 1.62237 0.79838 0.3 -0.3 0.5 -0.41
C -2.14549 2.16160 0.30820 -0.1 0.8 -0.3 -0.37
O -0.84674 1.24441 -2.79008 0.1 0.9 -0.3 -0.59
H 2.03685 5.10191 -2.47444 0.1 0.0 -0.1 0.20
H 0.46107 5.46482 -1.77497 0.0 0.0 0.0 0.20
H 1.66494 4.57069 -0.83267 0.0 0.0 -0.1 0.22
H 0.21930 3.53956 -3.33361 0.0 -0.1 0.1 0.18
H 1.51979 2.67240 -2.47543 -0.2 0.0 -0.1 0.20
H -4.48065 0.71555 -0.94032 0.1 0.1 0.0 0.21
H -4.25371 -0.37785 0.40579 0.2 -0.1 -0.1 0.26
H -4.30092 2.37135 0.78600 0.4 0.0 0.0 0.19
H -3.39044 1.25547 1.82168 -0.1 0.0 0.0 0.22
H -1.62072 2.80184 1.04540 0.0 -0.8 -0.3 0.22
H -2.41090 2.85715 -0.52493 0.2 -0.2 0.6 0.19
O 3.83108 -0.04298 3.07068 0.7 -0.1 0.1 -0.61
C 2.99198 -0.82180 3.20229 -1.1 1.2 -0.3 0.51
Co 1.68249 -1.99139 3.35138 1.9 -1.6 1.0 -0.12
C 2.47032 -3.12812 2.25259 -0.6 -0.5 -0.6 0.48
O 2.95418 -3.84466 1.49541 0.4 -0.1 0.0 -0.59
C 2.18256 -2.37987 5.00529 -1.6 0.3 0.2 0.46
O 2.51733 -2.60537 6.09183 0.5 -0.2 -0.1 -0.62
C 0.38702 -0.63932 2.39093 -0.4 4.7 -1.4 -0.51
C -0.07784 -0.57935 1.12130 1.4 1.4 1.6 -0.19
C -0.06390 0.35791 -0.00618 2.9 -0.6 0.8 -0.31
C 0.81629 -0.40559 -1.15142 -0.3 0.5 0.4 0.02
C 2.02722 0.08955 -1.69489 -0.4 0.2 0.0 -0.18
C 2.60343 -0.50385 -2.83351 0.0 0.2 0.4 -0.26
C 2.06181 -1.67087 -3.37134 0.0 0.0 -0.2 -0.25
C 0.99787 -2.28881 -2.72607 -0.3 0.6 1.0 -0.21
C 0.42473 -1.66889 -1.59186 -0.2 -0.6 -0.8 -0.18
Co -0.52005 -2.12524 1.97749 -1.8 -6.2 0.3 -0.11
C -0.05836 -3.21023 3.42539 -0.7 0.8 0.0 0.40
O -0.40904 -4.09086 4.11964 0.5 -0.1 0.2 -0.65
C -2.26859 -2.22281 2.07085 -0.1 1.0 0.5 0.46
O -3.42425 -2.28264 2.09496 -0.8 -0.3 -0.1 -0.64
C -0.27551 -3.54339 0.94438 1.0 -0.1 -0.5 0.46
O -0.17311 -4.55018 0.38159 -0.4 -0.2 0.0 -0.62
H 0.25310 0.20473 3.09061 0.8 -0.2 -0.1 0.17
H 0.55347 1.24576 0.28189 -0.1 -0.5 -0.1 0.20
H 2.51970 0.95173 -1.22159 -0.3 -0.2 -0.3 0.19
H 3.47082 -0.03354 -3.31717 -0.3 -0.2 0.3 0.19
H 2.46528 -2.10170 -4.28929 0.0 0.1 0.2 0.19
H 0.56115 -3.22594 -3.08518 0.3 0.3 0.1 0.20
H -0.37372 -2.18463 -1.06871 0.1 0.3 -0.2 0.25


48
Properties=species:S:1:pos:R:3:forces:R:3:nbo_charge:R:1 method="wB97M-V/def2-TZVPD" spin_multiplicity=1 homo_energy_ev=-8.815 total_energy_ha=-2022.96935 relative_energy_ev=0.0000 charge=0
O -1.67818 -0.72537 -0.67441 0.3 -0.6 0.5 -1.00
F 0.82354 -5.00769 4.15778 0.1 -0.3 0.0 -0.32
N 3.34653 -2.90651 -2.60316 0.0 0.7 1.3 -0.40
N 0.64693 2.16748 1.52966 -0.4 0.9 0.3 -0.43
N 1.54666 1.28104 -0.43495 0.3 0.0 -0.8 -0.48
S 0.85285 3.86389 -0.51260 0.1 0.4 -0.4 0.25
C 1.04638 2.28665 0.26477 -0.2 -1.3 0.6 0.24
C 3.44729 -3.06554 -1.25992 -0.5 0.4 -0.9 0.03
C 2.77869 -1.74998 -3.01465 0.6 -1.4 -1.1 0.02
C 0.69594 0.96528 2.07012 0.6 0.0 -0.4 0.09
C 1.65393 0.05015 0.08601 -0.1 0.8 0.5 0.31
C -4.17250 2.72936 0.39770 1.4 -0.3 -1.2 -0.21
C -3.57767 3.99401 0.38034 0.2 -0.5 -0.6 -0.19
C 0.17446 -3.67821 2.33254 -0.2 1.2 -0.9 -0.27
C 1.81488 -2.88376 3.91348 0.3 0.0 0.5 -0.27
C 2.92864 -2.13008 -0.32416 0.2 -0.7 -0.4 -0.23
C 2.24988 -0.80403 -2.20230 -0.4 1.0 1.4 -0.24
C 0.24292 -2.43470 1.63092 0.8 -0.8 0.9 -0.19
C 1.87700 -1.63426 3.25077 0.2 -1.1 1.3 -0.23
C -3.54829 1.65144 -0.30533 -0.3 1.2 0.8 -0.22
C -2.39256 4.17894 -0.34390 -0.2 -0.5 0.4 -0.20
C 0.95737 -3.88487 3.44583 0.4 1.6 0.1 0.38
C 1.19877 -0.13303 1.40224 -0.1 -0.8 -0.4 -0.14
C 2.28820 -0.97811 -0.79934 0.0 -0.5 -0.2 -0.06
C 1.11102 -1.42256 2.11836 -0.5 -0.9 -0.9 0.00
C -2.31780 1.80846 -0.97424 -0.2 1.2 0.2 -0.17
C -1.73526 3.11426 -0.99127 -1.1 -0.8 0.2 -0.06
S -1.38602 0.34670 -1.65062 -1.3 0.7 0.0 1.25
C -0.46205 3.40989 -1.71363 0.2 0.0 0.1 -0.55
C -2.44257 -0.11096 -3.05797 0.0 0.3 -0.3 -0.82
H 3.92627 -4.01816 -0.96448 -0.3 0.8 0.1 0.20
H 2.74703 -1.59867 -4.10259 0.0 -0.2 0.4 0.19
H 0.37463 0.79023 3.08907 -0.2 0.5 0.1 0.20
H -5.10939 2.60665 0.91641 -0.1 -0.3 0.0 0.22
H -4.07395 4.82063 0.89058 0.3 -0.1 -0.1 0.22
H -0.50465 -4.46484 2.04419 -0.1 0.0 -0.2 0.23
H 2.40799 -3.10923 4.83514 -0.6 0.4 -1.0 0.23
H 3.02442 -2.37681 0.73875 -0.1 0.3 -0.5 0.23
H 1.82052 0.10120 -2.62802 0.0 -0.2 0.2 0.24
H -0.31467 -2.26932 0.69570 0.1 0.0 0.7 0.26
H 2.50869 -0.84388 3.69853 -0.4 -0.5 -0.6 0.23
H -4.08512 0.72862 -0.22504 0.2 -0.7 -0.3 0.23
H -1.93214 5.16310 -0.34697 0.0 -0.1 -0.1 0.22
H -0.66812 4.25181 -2.38104 0.5 0.1 0.2 0.25
H -0.10153 2.58419 -2.32637 0.0 0.0 0.1 0.23
H -2.39422 0.60217 -3.88014 0.3 0.1 0.0 0.23
H -2.11220 -1.09645 -3.40373 0.1 0.2 0.2 0.24
H -3.48254 -0.16913 -2.76805 -0.2 -0.1 0.4 0.23


49
Properties=species:S:1:pos:R:3:forces:R:3:nbo_charge:R:1 method="wB97M-V/def2-TZVPD" spin_multiplicity=1 homo_energy_ev=-11.552 total_energy_ha=-2388.21435 relative_energy_ev=0.1266 charge=+1
W -1.09504 -0.79244 0.34385 -1.4 1.0 -1.0 1.36
C 2.78718 1.38370 1.00818 0.1 -0.1 0.1 -0.69
C 1.66203 0.43151 1.28124 0.1 -0.1 0.1 0.43
N 0.94002 -0.00513 0.27806 0.1 0.3 -0.1 -0.40
N 1.42764 0.40589 -0.96332 -0.1 0.0 0.2 -0.37
C 0.89309 -0.18702 -1.95849 0.1 -0.1 -0.3 -0.05
S -0.32749 -1.45355 -1.80641 -0.1 -0.1 0.4 0.00
S 1.32913 0.13919 -3.60030 -0.1 0.1 0.0 0.38
C 2.21150 1.74010 -3.46132 -0.1 0.0 0.1 -0.55
C 1.27877 2.92149 -3.45644 0.0 -0.1 0.0 0.03
C 0.94492 3.54481 -4.65370 0.0 0.0 0.0 -0.23
C 0.05967 4.61378 -4.67077 0.0 0.0 0.0 -0.19
C -0.50470 5.06912 -3.48787 0.0 0.0 0.0 -0.20
C -0.17191 4.45696 -2.28675 0.0 0.0 0.0 -0.19
C 0.71427 3.38901 -2.27111 0.0 0.1 0.0 -0.25
C 1.43520 0.00066 2.66264 0.3 0.3 -0.3 -0.22
C 2.43452 0.16221 3.63035 0.1 0.0 0.1 -0.13
C 2.23529 -0.25372 4.93062 0.0 0.0 0.0 -0.21
C 1.01777 -0.81701 5.30094 0.0 0.0 0.1 -0.13
C 0.01350 -0.99084 4.36561 0.0 -0.1 0.3 -0.26
C 0.25503 -0.59841 3.06887 -0.5 -0.2 -0.4 0.39
O -0.71482 -0.79448 2.13127 0.3 0.1 0.8 -0.66
H 2.49696 2.08124 0.22951 0.0 0.0 0.0 0.27
H 3.66247 0.84402 0.63606 0.0 0.0 0.0 0.27
H 3.05757 1.92734 1.90695 0.0 0.0 0.0 0.24
H 2.84989 1.74218 -4.34316 0.0 0.0 0.0 0.25
H 2.83923 1.68734 -2.57504 0.0 0.0 0.0 0.25
H 1.38309 3.19384 -5.58219 0.0 0.0 0.0 0.22
H -0.18671 5.09283 -5.60949 0.0 0.0 0.0 0.23
H -1.19511 5.90276 -3.50075 0.0 0.0 0.0 0.22
H -0.59794 4.81828 -1.35855 0.0 0.0 0.0 0.22
H 0.97417 2.91926 -1.33117 0.0 0.0 0.0 0.20
H 3.38536 0.59409 3.35502 0.0 0.0 0.0 0.23
H 3.02514 -0.13682 5.65948 0.0 0.0 0.0 0.24
H 0.85177 -1.12772 6.32463 0.0 0.0 0.0 0.24
H -0.94129 -1.42996 4.62082 0.0 0.0 0.0 0.25
N -4.77510 -7.27459 0.60071 0.0 0.1 0.0 -0.23
C -4.23471 -6.26230 0.54894 0.1 0.1 0.0 0.24
C -3.55024 -4.99046 0.48644 -0.1 -0.2 0.0 -0.11
C -2.16519 -4.96353 0.32298 -0.1 0.0 0.1 -0.15
C -1.52430 -3.74194 0.27175 -0.1 -0.1 0.0 -0.21
C -2.24691 -2.54002 0.34826 0.5 0.1 -0.3 -0.32
C -3.63781 -2.58974 0.50113 0.0 0.1 0.0 -0.18
C -4.28220 -3.80820 0.58556 -0.1 -0.1 0.0 -0.17
H -1.61092 -5.88827 0.23764 0.0 0.0 0.0 0.25
H -0.45015 -3.72780 0.14389 0.1 0.0 0.0 0.23
H -4.21961 -1.68100 0.55234 0.0 0.0 0.0 0.23
H -5.35569 -3.85049 0.71253 0.0 0.0 0.0 0.25
S -2.37734 0.84387 -0.12943 0.9 -1.2 0.5 -0.01